Below is a cluster of 2 separate species, C3H12N2OS2 in total at a distorted geometry, with properties calculated with ωB97M-V/def2-TZVPD.

Atoms and positions in Å:
N (-1.31078, -2.47229, -0.61604)
C (-0.14308, -1.66151, -1.03301)
C (-0.30016, -0.33508, -0.23753)
N (-1.22575, 0.53286, -0.96131)
C (0.97148, 0.34656, 0.14430)
S (0.95718, 0.42684, 2.03022)
S (2.67041, 1.34023, 2.54484)
H (-1.00982, -3.12241, 0.08423)
H (-2.11567, -2.62863, -1.20497)
H (0.81452, -2.14622, -0.99249)
H (-0.06589, -1.56647, -2.17103)
H (-0.81721, -0.73615, 0.71261)
H (-0.84265, 1.40036, -1.33553)
H (-1.87601, 0.11118, -1.51873)
H (1.87404, -0.30405, -0.02680)
H (1.31881, 1.26807, -0.23428)
H (3.36299, 0.34950, 2.97592)
O (-0.47955, 2.93992, 0.32505)
H (-0.66382, 2.35199, 1.11501)
H (-1.11902, 3.90531, 0.39956)

Calculated values
- HOMO energy: -0.3080 Eh
- Electronic energy: -30001.720 eV
- Structure (SMILES): NC[C@H](N)CSS.O
- LUMO level: 0.72 eV
- Charge: 0
- Max |F|: 5.64 eV/Å